Record 1
DFT (wB97M-V/def2-TZVPD) results for CH3O4P in the gas phase in a non-equilibrium geometry.

Atoms and positions in Å:
C -0.2857 0.1991 -0.2145
O 0.5653 -2.7210 -3.0891
O -1.3320 -0.3384 0.3769
O 0.8270 0.1533 0.5507
O 0.2570 -0.9239 -1.4701
P -0.1638 -2.3801 -1.8497
H -0.4253 1.1146 -0.6642
H -1.1060 -1.0144 1.0946
H 1.5351 0.2915 -0.2134

Results
Relative energy (zero: lowest compared OMol25 entry of this formula, charge and spin), kcal/mol: 48.9
LUMO, eV: 0.322
Kohn-Sham gap, eV: 10.0
Calculated total energy, Eh: -682.2163
SMILES: O=POC(O)O
HOMO, eV: -9.73
F_max, eV/Å: 5.2

Results of the natural (NBO) charge analysis, in e, for atoms 1 through 8: 0.71, -1.03, -0.66, -0.68, -1.02, 1.49, 0.17, 0.52

Record 2
DFT (wB97M-V/def2-TZVPD) results for a molecular structure, C4H7N2P3 in a non-equilibrium geometry.

Atoms and positions in Å:
C 0.6566 1.2336 -0.0436
C -0.0839 0.2606 0.5627
C -1.9752 -0.8943 -0.4277
C -1.5716 0.2647 0.4548
N 2.9782 0.2155 1.0897
N 2.3816 -1.2890 -0.7662
P 2.5829 1.3852 0.1281
P 1.8409 0.0156 -1.5096
P 2.9517 -1.3295 0.7542
H 0.3948 2.2286 -0.3713
H 0.4841 -0.3381 1.2428
H -1.7775 -1.9292 -0.3699
H -1.7618 -0.5590 -1.4753
H -3.0999 -0.7761 -0.3272
H -2.2499 0.4052 1.3280
H -1.7509 1.1063 -0.2696

Results
Relative energy (zero: lowest compared OMol25 entry of this formula, charge and spin), kcal/mol: 18.1
LUMO, eV: -0.789
Kohn-Sham gap, eV: 7.6
Calculated total energy, Eh: -1290.1130
HOMO, eV: -8.36
F_max, eV/Å: 4.3

Results of the natural (NBO) charge analysis, in e, for atoms 1 through 8: -0.58, -0.09, -0.61, -0.45, -1.35, -1.37, 0.77, 0.83

Record 3
DFT (wB97M-V/def2-TZVPD) results for a gas-phase ion, C5H14N2 (charge +1) in a non-equilibrium geometry.

Atoms and positions in Å:
C -0.2668 2.0712 0.5647
N -0.6380 0.6024 0.2908
C -1.2122 -0.1106 -0.8776
C -0.9580 -1.6213 -0.6857
C 0.5647 -2.0944 -0.5644
N 1.3833 -1.0736 -1.2020
C 0.8290 1.9386 1.6036
H -1.1243 2.6083 0.9643
H 0.0505 2.5966 -0.3359
H -1.1870 0.3579 1.0932
H -2.2857 0.0122 -0.7233
H -0.8808 0.2540 -1.8993
H -1.4069 -2.0955 0.2672
H -1.3045 -2.2926 -1.4918
H 0.9257 -2.1821 0.4649
H 0.6753 -3.1309 -0.9871
H 1.0139 -0.1948 -0.8385
H 2.3462 -1.1997 -1.0831
H 1.7936 1.5428 1.0738
H 1.1419 2.8861 2.0007
H 0.5401 1.1253 2.3654

Results
Relative energy (zero: lowest compared OMol25 entry of this formula, charge and spin), kcal/mol: 45.8
Charge: +1
LUMO (alpha / beta), eV: -2.929 / -7.903
Kohn-Sham gap (alpha / beta), eV: 11.0 / 5.1
Calculated total energy, Eh: -308.0484
Spin multiplicity: 2
HOMO (alpha / beta), eV: -13.89 / -13.02
F_max, eV/Å: 3.6

Results of the natural (NBO) charge analysis, in e, for atoms 1 through 8: -0.25, -0.24, -0.29, -0.45, -0.22, -0.71, -0.62, 0.25

Record 4
DFT (wB97M-V/def2-TZVPD) results for 7 unconnected molecules or ions with the total composition C28H35N7 in a non-equilibrium geometry.

Atoms and positions in Å:
N -1.1673 -4.1732 -0.0767
C 0.0984 -4.5951 -0.1217
C 0.6067 -4.8992 1.1202
C -0.4203 -4.4200 1.9904
C -1.5020 -4.0597 1.2083
H -1.6048 -3.6699 -0.8176
H 0.6882 -4.7389 -1.0111
H 1.6335 -5.2167 1.2923
H -0.4573 -4.4497 3.0682
H -2.5173 -3.8134 1.5369
N -5.1560 1.4125 5.9509
C -4.2246 1.5875 4.9503
C -4.8993 1.8572 3.7822
C -6.2455 1.5630 4.0449
C -6.3773 1.3104 5.3606
H -4.9565 1.1905 6.9363
H -3.1408 1.6362 5.2048
H -4.4768 2.0898 2.7840
H -7.0308 1.7259 3.3606
H -7.2623 1.1764 5.9444
N 3.7767 -0.0400 -1.0191
C 3.3707 -1.2237 -0.6024
C 3.7564 -2.1700 -1.4988
C 4.5285 -1.4847 -2.5241
C 4.5339 -0.1604 -2.1686
H 3.6048 0.8135 -0.4529
H 2.7276 -1.2709 0.2508
H 3.5043 -3.2018 -1.3235
H 4.8939 -1.8503 -3.5093
H 4.9263 0.6230 -2.7444
N 1.6840 2.5967 -1.0637
C 2.2290 2.3784 0.1609
C 3.5191 2.8766 0.0964
C 3.7132 3.4866 -1.1190
C 2.5474 3.2729 -1.8605
H 1.0070 2.0582 -1.5705
H 1.7418 1.7231 0.8077
H 4.2267 2.9307 0.9268
H 4.5950 3.9342 -1.4589
H 2.2266 3.6096 -2.8627
N 1.5909 -0.8264 -4.6248
C 0.5682 -1.2242 -5.5433
C 0.0439 -0.0753 -6.0397
C 0.6268 1.0352 -5.3288
C 1.5887 0.5316 -4.4735
H 1.9463 -1.4396 -3.8983
H 0.5354 -2.2570 -5.7810
H -0.6578 -0.0916 -6.8747
H 0.4603 2.1223 -5.3800
H 2.1422 1.0760 -3.7938
N -1.0629 0.8991 -0.2150
C -0.8059 -0.0024 -1.1708
C -1.5856 0.2686 -2.2830
C -2.2567 1.4585 -2.0285
C -1.9294 1.8491 -0.6924
H -0.6194 0.9386 0.6813
H -0.1889 -0.8462 -0.9074
H -1.6328 -0.3962 -3.0852
H -3.0009 1.9425 -2.6361
H -2.2040 2.7793 -0.1139
N -1.3644 0.4476 3.2184
C -0.3147 1.2783 3.5785
C 0.8721 0.5855 3.3044
C 0.5314 -0.6501 2.7732
C -0.8255 -0.7108 2.8199
H -2.3463 0.6763 3.2667
H -0.5171 2.2212 3.9850
H 1.8559 0.9589 3.4053
H 1.2324 -1.3907 2.3733
H -1.3828 -1.5733 2.4919

Results
Relative energy (zero: lowest compared OMol25 entry of this formula, charge and spin), kcal/mol: 37.4
LUMO, eV: 0.596
Kohn-Sham gap, eV: 8.7
Calculated total energy, Eh: -1471.1217
SMILES: c1cc[nH]c1.c1cc[nH]c1.c1cc[nH]c1.c1cc[nH]c1.c1cc[nH]c1.c1cc[nH]c1.c1cc[nH]c1
HOMO, eV: -8.14
F_max, eV/Å: 3.3

Results of the natural (NBO) charge analysis, in e, for atoms 1 through 8: -0.50, -0.07, -0.31, -0.30, -0.09, 0.42, 0.21, 0.23

Record 5
DFT (wB97M-V/def2-TZVPD) results for 10 unconnected molecules or ions with the total composition C28H78N2O15 in a non-equilibrium geometry.

Atoms and positions in Å:
C 15.8112 -4.7847 29.5096
O 15.1396 -5.5276 28.4702
C 15.8845 -6.5646 27.9780
C 15.2599 -7.0056 26.5823
N 16.1728 -8.0318 26.0066
C 16.0115 -8.1596 24.5630
C 16.7480 -9.3606 24.1271
O 16.6185 -10.3847 24.7559
C 17.5926 -11.4033 24.5257
H 15.2654 -3.9462 29.9029
H 16.6526 -4.2746 28.9958
H 16.1210 -5.3246 30.4563
H 15.8159 -7.3320 28.7904
H 16.9000 -6.4577 28.0196
H 15.3185 -6.2072 25.8714
H 14.2193 -7.3261 26.5845
H 15.9446 -9.0158 26.3360
H 16.2978 -7.2901 24.0569
H 14.9284 -8.2506 24.2974
H 17.7478 -8.9943 24.0788
H 16.4018 -9.6106 23.0993
H 18.5988 -11.0337 24.6949
H 17.5601 -11.6426 23.5241
H 17.5611 -12.2935 25.1755
C 13.9403 6.6326 19.1327
O 14.9478 6.6715 20.1318
C 14.4510 6.1793 21.3169
C 15.5535 5.9371 22.3493
N 14.9130 5.3748 23.5453
C 15.7726 5.2827 24.6644
C 14.9731 4.7821 25.8136
O 15.5983 4.6144 26.8393
C 14.7906 4.2460 27.9654
H 13.0710 7.2352 19.3712
H 13.6475 5.5917 18.8908
H 14.4989 7.0855 18.2909
H 13.8740 5.1899 21.2763
H 13.7820 6.9516 21.6989
H 16.2307 6.7879 22.5845
H 16.2314 5.2762 21.8077
H 14.6391 4.4672 23.2697
H 16.1680 6.2738 24.9164
H 16.5905 4.6700 24.3777
H 14.3823 3.9221 25.5598
H 14.2615 5.5862 25.9120
H 14.1376 5.1016 28.1493
H 15.4887 4.0354 28.7684
H 14.2672 3.2790 27.7592
C 9.9240 -2.8795 31.7405
C 8.9904 -3.8538 31.2827
O 7.7009 -3.5588 31.8636
H 9.8343 -1.8466 31.3104
H 10.9486 -3.2319 31.4695
H 9.9003 -2.7334 32.8032
H 9.3219 -4.8749 31.6532
H 8.9381 -3.6676 30.1950
H 7.2514 -4.3644 31.9180
C 16.9479 -1.6536 27.5114
C 16.6324 -2.5812 26.5072
O 16.6639 -1.9891 25.2554
H 16.3315 -0.7767 27.4913
H 17.9817 -1.2206 27.3900
H 16.8715 -2.1232 28.4947
H 15.6890 -3.0591 26.6703
H 17.4405 -3.3642 26.4885
H 17.5749 -1.6515 25.1033
C 14.3252 0.1335 29.9627
C 14.0090 -1.1436 29.3918
O 13.0042 -1.7710 30.2085
H 15.0247 0.0187 30.8241
H 13.4033 0.5942 30.3561
H 14.6616 0.9117 29.3113
H 14.8537 -1.7234 29.2234
H 13.7260 -0.9406 28.3653
H 12.7306 -2.5673 29.8113
C 8.6634 -0.4083 29.1349
C 10.0135 -0.7387 28.7916
O 10.9619 -0.0571 29.5559
H 8.4563 0.6172 29.0059
H 8.4352 -0.6728 30.0896
H 7.9440 -0.8674 28.4373
H 10.1225 -0.4794 27.7061
H 10.1376 -1.7881 28.8227
H 11.5891 -0.7551 29.7975
C 11.6212 4.4220 30.1327
C 12.0705 3.0590 29.9775
O 11.3947 2.4664 28.8591
H 10.5879 4.5015 30.2342
H 11.8903 4.9796 29.2699
H 12.0720 4.9248 31.0383
H 11.8568 2.5477 30.9183
H 13.1938 3.1061 30.0318
H 11.0557 1.5852 29.0620
C 12.4727 -6.7103 29.1923
C 12.2524 -5.4617 29.8445
O 12.2532 -5.7830 31.2274
O 11.4432 -7.5936 29.6005
H 13.5225 -6.9467 29.4799
H 12.5541 -6.6512 28.1080
H 11.3584 -4.9555 29.5689
H 13.0179 -4.8195 29.5031
H 11.8402 -6.6623 31.2801
H 11.5547 -8.4753 29.2283
C 14.1558 0.3388 25.9876
C 12.9127 0.8215 26.5099
O 11.8233 0.0431 26.0465
O 15.1438 1.2383 26.4314
H 14.1341 0.3192 24.9363
H 14.2970 -0.7072 26.2774
H 12.7117 1.8776 26.3379
H 12.8494 0.7311 27.5756
H 12.0234 -0.2883 25.1507
H 15.9950 0.8523 26.1771
C 12.9982 -3.1605 27.1786
C 13.0616 -4.0790 26.0639
O 12.1136 -3.7140 25.1179
O 11.7623 -3.2349 27.8577
H 13.1136 -2.1982 26.7586
H 13.7747 -3.2308 27.9010
H 12.9465 -5.0848 26.3786
H 14.0591 -4.0947 25.6358
H 11.3220 -4.1568 25.3762
H 11.2626 -3.9936 27.5142

Results
Relative energy (zero: lowest compared OMol25 entry of this formula, charge and spin), kcal/mol: 68.7
LUMO, eV: 0.061
Kohn-Sham gap, eV: 8.7
Calculated total energy, Eh: -2351.2834
SMILES: COCCNCCOC.COCCNCCOC.OCCO.OCCO.OCCO.CCO.CCO.CCO.CCO.CCO
HOMO, eV: -8.66
F_max, eV/Å: 13.3

Results of the Löwdin charge analysis, in e, for atoms 1 through 8: -0.06, -0.24, -0.22, -0.14, -0.06, -0.22, -0.45, -0.12

Record 6
DFT (wB97M-V/def2-TZVPD) results for 13 unconnected molecules or ions with the total composition C78H65N13O26 in a non-equilibrium geometry.

Atoms and positions in Å:
C -3.3129 -9.2269 1.4767
C -4.4673 -8.4812 1.2935
C -5.6808 -9.1807 1.2169
C -5.7416 -10.5891 1.1903
C -4.5396 -11.3416 1.2817
C -3.3105 -10.6213 1.3822
N -7.0607 -11.2287 0.9882
O -7.1144 -12.4516 0.8557
O -8.0429 -10.5339 0.8743
H -2.3475 -8.7443 1.5154
H -4.5012 -7.4042 1.2216
H -6.5279 -8.5124 1.1695
H -4.6836 -12.4118 1.2978
H -2.3768 -11.1640 1.3751
C 8.0136 -3.3391 3.4514
C 9.2252 -3.9743 3.3817
C 9.4457 -5.0570 4.1679
C 8.4608 -5.5170 5.1366
C 7.1725 -4.9257 5.1058
C 6.9861 -3.7726 4.3065
N 8.6015 -6.8561 5.8452
O 9.5854 -7.5276 5.6540
O 7.7340 -7.1931 6.6555
H 7.7883 -2.4207 2.9298
H 10.0554 -3.5942 2.8048
H 10.3822 -5.5805 4.0438
H 6.3299 -5.3149 5.6580
H 6.0839 -3.1789 4.3052
C 5.0763 7.0499 -1.7321
C 4.0272 7.5943 -2.5239
C 4.3978 8.2850 -3.6822
C 5.7276 8.2113 -4.1002
C 6.7233 7.5530 -3.3411
C 6.4192 7.0731 -2.1212
N 6.0466 8.5879 -5.4522
O 5.6039 9.6207 -5.9385
O 6.8071 7.9272 -6.1059
H 4.8026 6.4484 -0.8779
H 2.9834 7.4332 -2.2981
H 3.7159 8.8464 -4.3037
H 7.7270 7.3462 -3.6821
H 7.1539 6.5567 -1.5212
C -1.4490 -4.0654 -3.9166
C -2.3160 -3.6656 -4.9470
C -3.3311 -4.5939 -5.3218
C -3.4365 -5.8540 -4.7032
C -2.5284 -6.2247 -3.7373
C -1.4794 -5.3615 -3.3502
N -4.4950 -6.7857 -5.2107
O -4.5352 -7.9500 -4.8122
O -5.1730 -6.3206 -6.0684
H -0.7279 -3.3903 -3.4801
H -2.2610 -2.6969 -5.4215
H -4.0255 -4.1970 -6.0475
H -2.6300 -7.1784 -3.2406
H -0.7528 -5.7029 -2.6278
C -1.8479 1.6378 -1.5685
C -0.8698 2.2557 -0.7683
C -0.3697 1.5802 0.3088
C -0.8407 0.2723 0.6412
C -1.9303 -0.2619 -0.0156
C -2.4210 0.4324 -1.1429
N -0.1431 -0.4315 1.6680
O 0.6849 0.1582 2.3617
O -0.4857 -1.6296 1.8305
H -2.2409 2.0886 -2.4678
H -0.3955 3.1834 -1.0525
H 0.4229 2.0479 0.8739
H -2.3365 -1.1699 0.4051
H -3.2770 0.0788 -1.6985
C 0.4071 9.7867 4.4034
C 0.7998 10.1189 3.1224
C -0.0859 9.9210 2.0039
C -1.3296 9.2404 2.2733
C -1.6950 9.0248 3.5823
C -0.8775 9.3712 4.6301
N -2.2560 8.7192 1.2406
O -1.7125 8.5090 0.1704
O -3.4495 8.5104 1.4912
H 1.0974 9.8288 5.2329
H 1.7419 10.5721 2.8513
H 0.3578 10.0664 1.0301
H -2.6941 8.7392 3.8765
H -1.2306 9.1379 5.6237
C -9.3062 0.3799 -5.1458
C -9.4535 -1.0321 -5.3209
C -9.1482 -1.8824 -4.2830
C -8.6003 -1.3571 -3.0882
C -8.4037 0.0080 -2.9743
C -8.7559 0.8407 -3.9835
N -8.2905 -2.2367 -1.9584
O -8.6192 -3.4790 -2.0965
O -7.6495 -1.8147 -1.0214
H -9.4431 1.0423 -5.9878
H -9.8409 -1.4559 -6.2356
H -9.2452 -2.9528 -4.3891
H -7.9674 0.3226 -2.0379
H -8.5461 1.8977 -3.9113
C 0.3129 2.5622 -13.2563
C -0.3738 1.7089 -12.4275
C -0.2322 1.7995 -11.0256
C 0.4047 2.9120 -10.4560
C 1.1445 3.7143 -11.3062
C 1.1521 3.4787 -12.6508
N 0.4886 3.0257 -8.9469
O 1.1966 3.9513 -8.4580
O -0.0648 2.1479 -8.2048
H 0.2042 2.3889 -14.3168
H -0.9836 0.9192 -12.8410
H -0.7873 1.1161 -10.4001
H 1.7065 4.5254 -10.8674
H 1.7772 4.1492 -13.2218
C -4.9270 5.7266 -9.0006
C -4.5209 5.5575 -7.6772
C -3.4922 6.3676 -7.1880
C -2.7836 7.2750 -7.9981
C -3.1373 7.3263 -9.3220
C -4.2031 6.6025 -9.8096
N -1.6909 8.1526 -7.4708
O -1.0919 9.0017 -8.0395
O -1.4581 7.9204 -6.2249
H -5.6429 5.1132 -9.5275
H -4.9178 4.7769 -7.0452
H -3.2500 6.3294 -6.1362
H -2.7464 8.1084 -9.9559
H -4.4841 6.6921 -10.8486
C 1.5039 -11.2824 7.9550
C 2.2761 -10.2600 8.5033
C 1.9956 -8.9574 8.0240
C 1.0085 -8.6929 7.0677
C 0.2799 -9.7832 6.5770
C 0.5077 -11.0549 7.0093
N 0.7348 -7.2558 6.7703
O -0.3340 -6.9556 6.2018
O 1.5882 -6.4507 7.0959
H 1.6555 -12.2735 8.3565
H 3.0249 -10.4471 9.2588
H 2.7350 -8.2378 8.3429
H -0.4815 -9.5762 5.8396
H 0.0241 -11.8661 6.4852
C -2.6230 0.8376 7.7677
C -2.9901 1.9792 8.5523
C -2.5621 1.9881 9.8712
C -1.8753 0.8538 10.4320
C -1.5217 -0.2931 9.6517
C -1.9079 -0.2676 8.3025
N -1.2978 0.8930 11.7824
O -1.6484 1.7899 12.5086
O -0.6052 0.0339 12.1904
H -2.9603 0.7518 6.7453
H -3.6269 2.7748 8.1947
H -2.7481 2.8715 10.4641
H -0.9491 -1.1212 10.0428
H -1.6093 -1.1103 7.6966
C 4.0847 0.2345 9.7812
C 3.3840 0.9887 8.8536
C 2.9932 2.2613 9.1045
C 3.1941 2.8209 10.3811
C 3.7503 1.9970 11.3743
C 4.1908 0.7497 11.0562
N 2.6715 4.1399 10.7550
O 2.0170 4.6563 9.8549
O 2.9380 4.5611 11.8331
H 4.5874 -0.6942 9.5547
H 3.1332 0.5471 7.9005
H 2.5633 2.8671 8.3205
H 3.8899 2.4392 12.3498
H 4.5994 0.1440 11.8515
C 5.7546 0.8696 -6.4070
C 5.2585 -0.4133 -6.0910
C 4.8780 -0.7336 -4.8386
C 4.8966 0.2130 -3.8045
C 5.3616 1.5066 -4.0758
C 5.7733 1.7948 -5.3680
N 4.6247 -0.2349 -2.4479
O 4.6830 0.5556 -1.5030
O 4.1777 -1.3795 -2.2813
H 6.0716 1.2023 -7.3844
H 5.3023 -1.1170 -6.9091
H 4.4910 -1.7349 -4.7199
H 5.3732 2.2554 -3.2976
H 6.1831 2.7934 -5.4028

Results
Relative energy (zero: lowest compared OMol25 entry of this formula, charge and spin), kcal/mol: 174.0
LUMO, eV: -1.174
Kohn-Sham gap, eV: 8.7
Calculated total energy, Eh: -5677.9500
HOMO, eV: -9.88
F_max, eV/Å: 5.9

Results of the Löwdin charge analysis, in e, for atoms 1 through 8: -0.09, -0.06, 0.00, -0.12, 0.02, -0.06, -0.35, 0.06